Record 1
C23H34N4O2 | the ωB97M-V functional and the def2-TZVPD basis

Each line ends with the natural charge from an NBO analysis.
Element x y z (Å)
C  -2.205  1.735  -2.922  -0.627
C  -1.171  2.168  -1.938  -0.001
C  -1.046  3.452  -1.479  -0.216
C  -0.056  3.793  -0.530  -0.251
C  0.797  2.850  -0.049  0.000
N  0.692  1.577  -0.503  -0.323
C  1.408  0.458  -0.207  0.191
C  0.849  -0.558  -0.973  0.013
N  -0.174  -0.077  -1.725  -0.482
C  -0.271  1.205  -1.436  0.318
C  1.354  -1.947  -1.001  0.655
O  2.525  -2.172  -0.703  -0.655
N  0.507  -2.948  -1.318  -0.415
C  -0.884  -2.835  -1.685  -0.230
H  -1.223  -1.814  -1.524  0.261
C  -1.067  -3.230  -3.151  -0.405
C  -0.542  -4.645  -3.382  -0.398
C  0.910  -4.739  -2.921  -0.404
C  1.027  -4.291  -1.464  -0.225
H  2.069  -4.283  -1.140  0.248
H  0.453  -4.966  -0.818  0.184
H  1.278  -5.761  -3.019  0.209
H  1.533  -4.090  -3.540  0.203
H  -0.619  -4.909  -4.438  0.207
H  -1.150  -5.354  -2.813  0.191
H  -2.124  -3.166  -3.416  0.207
H  -0.515  -2.522  -3.772  0.206
H  -1.460  -3.518  -1.046  0.179
C  2.554  0.459  0.743  -0.293
N  2.197  0.995  2.059  -0.459
C  3.355  1.573  2.715  -0.403
H  4.140  0.832  2.928  0.169
H  3.043  2.027  3.655  0.199
H  3.781  2.353  2.084  0.194
C  1.575  -0.005  2.915  -0.215
C  0.154  -0.372  2.493  -0.419
H  0.158  -0.816  1.499  0.231
C  -0.787  0.834  2.465  0.089
C  -1.406  1.131  3.835  -0.424
C  -2.378  2.303  3.722  -0.395
C  -3.413  1.984  2.646  -0.427
H  -4.077  2.833  2.477  0.208
C  -2.688  1.636  1.346  -0.063
O  -1.798  0.559  1.507  -0.542
H  -3.393  1.323  0.573  0.189
H  -2.140  2.523  0.986  0.161
H  -4.014  1.128  2.959  0.201
H  -2.868  2.486  4.681  0.208
H  -1.829  3.206  3.443  0.194
H  -0.614  1.357  4.550  0.206
H  -1.943  0.245  4.178  0.201
H  -0.221  1.722  2.138  0.175
H  -0.232  -1.122  3.186  0.208
H  2.180  -0.928  2.948  0.177
H  1.541  0.409  3.927  0.191
H  2.952  -0.563  0.800  0.242
H  3.339  1.097  0.321  0.210
H  1.558  3.044  0.689  0.233
H  0.019  4.810  -0.180  0.224
H  -1.714  4.220  -1.838  0.214
H  -2.773  2.586  -3.291  0.214
H  -2.884  1.025  -2.452  0.228
H  -1.730  1.222  -3.756  0.233

Computed properties:
Energy relative to the best compared isomer or geometry (same formula, charge and spin), kcal per mole: 24.08
Charge: 0
Maximum force, eV Å⁻¹: 1.06
Gap between HOMO and LUMO, eV: 8.58
HOMO energy, eV: -7.89
E, eV: -34459.3095
SMILES: Cc1cccn2c(CN(C)CC[C@@H]3CCCCO3)c(C(=O)N3CCCCC3)nc12

Record 2
C23H34NOPd | the ωB97M-V functional and the def2-TZVPD basis

Each line ends with the natural charge from an NBO analysis.
Element x y z (Å)
C  -0.733  1.975  1.541  0.003
C  -1.644  0.941  1.874  0.011
C  -2.748  1.051  0.983  -0.003
C  -2.495  2.115  0.039  -0.051
C  -1.261  2.712  0.400  -0.042
Pd  -0.840  0.714  -0.315  0.720
C  0.746  -1.772  -2.066  -0.223
C  1.701  -0.906  -1.385  0.003
H  2.708  -1.277  -1.125  0.214
C  1.317  0.340  -0.925  -0.651
H  1.126  1.028  -1.815  0.242
H  1.947  0.862  -0.139  0.226
C  1.479  -2.784  -2.887  -0.590
H  2.113  -3.462  -2.342  0.217
H  0.811  -3.379  -3.502  0.226
H  2.140  -2.225  -3.547  0.221
C  0.025  -0.862  -3.103  -0.577
H  -0.470  0.005  -2.655  0.204
H  0.740  -0.438  -3.825  0.229
H  -0.723  -1.487  -3.605  0.229
C  -1.440  -0.093  2.914  -0.670
H  -0.421  -0.479  2.860  0.268
H  -1.608  0.319  3.910  0.243
H  -2.126  -0.923  2.768  0.231
C  -3.935  0.144  1.004  -0.658
H  -3.625  -0.924  1.029  0.241
H  -4.569  0.315  1.901  0.249
H  -4.576  0.283  0.113  0.228
C  -3.317  2.454  -1.148  -0.642
H  -3.883  1.589  -1.505  0.228
H  -4.032  3.249  -0.925  0.246
H  -2.672  2.798  -1.959  0.231
C  -0.577  3.812  -0.328  -0.643
H  -0.678  3.661  -1.411  0.230
H  -1.013  4.791  -0.091  0.244
H  0.490  3.854  -0.077  0.231
C  0.576  2.199  2.214  -0.672
H  1.172  2.974  1.704  0.226
H  0.431  2.524  3.263  0.243
H  1.160  1.252  2.236  0.255
C  -1.316  -1.305  -0.893  -0.316
C  -0.283  -2.240  -1.263  0.003
C  -2.681  -1.613  -1.227  -0.229
C  -0.620  -3.604  -1.229  -0.199
H  -0.638  -1.357  -0.037  0.307
C  -2.940  -2.877  -1.611  -0.178
H  -3.404  -0.858  -1.387  0.208
C  -2.002  -3.899  -1.463  -0.220
H  0.179  -4.341  -1.420  0.232
H  -3.841  -3.103  -2.137  0.228
H  -2.260  -4.946  -1.755  0.229
C  2.951  -2.837  2.709  -0.717
C  2.636  -1.423  2.291  0.689
N  3.648  -0.531  2.409  -0.808
O  1.551  -1.053  1.847  -0.675
H  3.721  -2.863  3.490  0.227
H  3.313  -3.413  1.845  0.247
H  2.039  -3.314  3.075  0.249
H  3.521  0.397  2.176  0.398
H  4.571  -0.844  2.819  0.407

Computed properties:
⟨S²⟩: 6.1170
Charge: +1
Maximum force, eV Å⁻¹: 5.06
Gap between HOMO and LUMO (alpha / beta), eV: 6.24 / 6.10
HOMO energy (alpha / beta), eV: -8.82 / -11.65
E, eV: -31406.1533
Spin multiplicity: 5

Record 3
C23H35B4Cl51NO5P | the ωB97M-V functional and the def2-TZVPD basis

Each line ends with the Mulliken charge.
Element x y z (Å)
C  -0.569  -3.406  -1.424  -1.156
C  -0.706  -2.109  -0.632  -0.042
N  -2.124  -1.946  -0.203  -0.008
B  -2.971  -1.482  -1.287  0.107
O  -3.982  -2.259  -1.816  0.255
B  -4.618  -1.590  -2.864  -0.310
B  -6.298  -1.288  -2.907  1.238
O  -7.130  -2.064  -3.670  -0.506
O  -6.888  -0.231  -2.271  -0.504
C  -6.658  -0.092  -0.865  0.387
C  -5.999  1.234  -0.569  -1.068
O  -3.756  -1.092  -3.843  -0.503
B  -2.889  -0.188  -3.265  -0.144
P  -1.823  0.992  -4.316  -0.172
C  -3.122  2.115  -5.021  -0.975
C  -0.941  2.013  -3.059  -0.367
O  -2.789  -0.217  -1.874  0.279
H  -1.233  -4.123  -0.957  0.127
H  -0.832  -3.265  -2.468  0.249
H  0.446  -3.781  -1.344  0.465
H  -0.377  -1.251  -1.221  0.099
H  -0.093  -2.171  0.258  0.232
H  -2.128  -1.227  0.515  -0.041
H  -6.641  -2.708  -4.160  0.257
H  -7.639  -0.097  -0.397  0.102
H  -6.107  -0.935  -0.444  0.006
H  -5.818  1.353  0.494  0.342
H  -5.075  1.357  -1.119  0.149
H  -6.680  2.028  -0.859  0.358
H  -3.696  2.580  -4.225  0.218
H  -3.796  1.489  -5.598  0.328
H  -2.654  2.854  -5.657  0.378
H  -1.091  1.642  -2.049  0.041
H  -1.271  3.044  -3.104  0.028
H  0.117  1.976  -3.283  0.323
C  0.728  0.384  1.952  -0.179
Cl  1.571  0.119  0.427  -0.146
Cl  -1.007  0.613  1.685  -0.071
Cl  1.020  -0.940  3.073  -0.066
H  1.114  1.292  2.396  0.422
C  -5.523  4.965  1.081  -0.169
Cl  -4.734  4.968  -0.492  -0.016
Cl  -7.274  4.812  0.911  -0.107
Cl  -4.924  3.674  2.134  -0.091
H  -5.310  5.910  1.564  0.400
C  -1.984  -6.449  1.509  0.062
Cl  -2.257  -4.733  1.243  -0.050
Cl  -1.182  -7.180  0.114  -0.147
Cl  -1.042  -6.725  2.978  -0.117
H  -2.945  -6.931  1.631  0.200
C  -2.453  4.238  4.972  0.088
Cl  -2.048  2.937  3.856  -0.035
Cl  -2.649  3.626  6.614  -0.127
Cl  -1.236  5.515  4.915  -0.132
H  -3.398  4.663  4.658  0.188
C  -2.570  6.945  -3.376  -0.129
Cl  -4.019  7.868  -3.774  -0.119
Cl  -2.168  7.132  -1.669  -0.117
Cl  -2.785  5.241  -3.785  -0.062
H  -1.750  7.330  -3.966  0.362
C  5.034  -3.028  2.863  0.461
Cl  4.465  -3.229  4.522  -0.109
Cl  5.411  -4.588  2.135  -0.136
Cl  3.847  -2.143  1.904  0.035
H  5.946  -2.446  2.894  -0.205
C  3.975  -6.910  4.609  0.225
Cl  3.685  -6.660  6.332  -0.135
Cl  4.396  -8.591  4.281  -0.141
Cl  2.579  -6.412  3.656  -0.060
H  4.815  -6.294  4.319  0.078
C  -10.853  0.815  -0.462  0.029
Cl  -9.468  1.702  0.169  -0.084
Cl  -10.849  -0.845  0.143  -0.144
Cl  -12.364  1.627  -0.057  -0.137
H  -10.766  0.777  -1.540  0.300
C  9.482  -2.954  2.463  0.025
Cl  8.906  -3.250  4.106  -0.119
Cl  9.957  -4.457  1.680  -0.113
Cl  8.248  -2.109  1.530  -0.087
H  10.353  -2.314  2.521  0.283
C  -6.565  -4.941  1.107  -0.041
Cl  -7.554  -6.014  0.114  -0.144
Cl  -5.694  -5.863  2.340  -0.130
Cl  -5.463  -3.998  0.114  0.007
H  -7.228  -4.258  1.620  0.288
C  7.243  1.876  1.087  0.083
Cl  8.253  2.425  2.427  -0.140
Cl  8.225  1.442  -0.306  -0.090
Cl  6.221  0.527  1.585  -0.007
H  6.594  2.691  0.799  0.162
C  -13.489  -3.276  1.663  0.522
Cl  -14.054  -2.958  3.303  -0.124
Cl  -12.511  -4.744  1.608  -0.122
Cl  -14.845  -3.384  0.541  -0.121
H  -12.868  -2.446  1.356  -0.139
C  7.718  5.065  -2.573  0.027
Cl  7.210  4.829  -0.892  -0.120
Cl  8.087  3.532  -3.353  -0.086
Cl  6.483  5.945  -3.468  -0.111
H  8.618  5.664  -2.562  0.292
C  14.211  -5.067  0.910  0.053
Cl  13.765  -4.658  -0.746  -0.120
Cl  15.962  -5.044  1.117  -0.123
Cl  13.425  -3.983  2.057  -0.097
H  13.864  -6.072  1.111  0.284
C  4.663  0.426  6.417  -0.136
Cl  5.565  0.145  4.929  -0.004
Cl  2.933  0.530  6.087  -0.096
Cl  5.000  -0.834  7.606  -0.120
H  4.985  1.372  6.830  0.369
C  5.445  9.655  -2.152  0.007
Cl  6.281  9.397  -3.686  -0.113
Cl  3.708  9.816  -2.406  -0.118
Cl  5.792  8.359  -1.006  -0.088
H  5.809  10.580  -1.728  0.315
C  8.829  1.615  -7.123  -0.003
Cl  10.344  2.186  -6.422  -0.113
Cl  8.367  0.060  -6.434  -0.115
Cl  7.548  2.806  -6.899  -0.098
H  8.981  1.480  -8.185  0.331

Computed properties:
Charge: 0
Maximum force, eV Å⁻¹: 0.94
Gap between HOMO and LUMO, eV: 8.36
HOMO energy, eV: -8.36
E, eV: -686793.0502